Here is a cluster of 2 separate species, CH6NOS in total in a non-equilibrium geometry from the Open Molecules 2025 dataset. Energies are from the ωB97M-V functional and the def2-TZVPD basis.

Each line ends with the natural charge from an NBO analysis.
Geometry (Å):
S 0.811 -1.326 -0.761  -0.021
O -1.576 -0.211 0.050  -0.701
N 0.296 1.139 -0.394  -0.780
C -0.210 -0.137 0.157  0.208
H 0.409 0.851 -1.395  0.470
H 0.663 -0.272 1.819  0.105
H 1.129 1.491 0.250  0.504
H 0.884 -2.383 0.078  0.197
H -2.006 -1.059 0.384  0.547
H -0.401 1.908 -0.189  0.470

Gap between HOMO and LUMO = 9.1 eV
LUMO level = -5.166 eV
Charge = +1
Energy above the lowest of the compared OMol25 structures with the same formula, charge and spin = 377.8 kJ/mol
Highest occupied orbital energy = -14.235 eV

Here is an isolated molecule of C5H7FO in a non-equilibrium geometry from the Open Molecules 2025 dataset. Energies are from the ωB97M-V functional and the def2-TZVPD basis.

Each line ends with the natural charge from an NBO analysis.
Geometry (Å):
F -0.067 1.927 1.690  -0.377
O -0.200 -1.580 -1.059  -0.494
C -0.180 0.749 0.952  0.444
C 0.027 -0.239 2.153  -0.708
C -0.491 -0.167 -1.349  0.030
C 0.574 -0.801 -2.103  -0.110
C -0.385 0.881 -0.373  -0.360
H -0.163 1.948 -0.645  0.251
H -0.806 0.023 2.943  0.247
H 1.461 -0.515 -1.667  0.187
H 0.518 -1.190 -3.190  0.209
H 0.864 0.289 2.739  0.245
H 0.300 -1.424 1.873  0.254
H -1.452 0.100 -1.964  0.183

Gap between HOMO and LUMO = 10.4 eV
LUMO level = 0.963 eV
Energy above the lowest of the compared OMol25 structures with the same formula, charge and spin = 299.5 kJ/mol
SMILES string = C/C(F)=C\[C@H]1CO1
Highest occupied orbital energy = -9.404 eV

Here is a cluster of 2 separate species, C6H12O in total from the Open Molecules 2025 dataset. Energies are from the ωB97M-V functional and the def2-TZVPD basis.

Each line ends with the natural charge from an NBO analysis.
Geometry (Å):
O 0.727 -0.094 0.954  -0.706
C -2.451 -0.715 0.556  -0.403
C -2.087 -1.533 1.541  -0.400
C 1.520 0.411 -1.194  -0.280
C 2.324 -0.850 -1.306  -0.642
C 0.764 0.731 -0.143  0.302
C -0.035 1.997 -0.019  -0.666
H 3.401 -0.645 -1.255  0.212
H -1.909 -0.687 -0.387  0.205
H 1.572 1.125 -2.013  0.199
H -1.232 -2.197 1.436  0.206
H -2.629 -1.575 2.482  0.198
H -3.309 -0.053 0.649  0.198
H 2.076 -1.538 -0.493  0.226
H 0.045 2.606 -0.923  0.226
H 2.137 -1.357 -2.260  0.209
H -1.098 1.778 0.151  0.210
H -0.131 0.007 1.390  0.486
H 0.315 2.590 0.834  0.219

Gap between HOMO and LUMO = 9.4 eV
LUMO level = 0.997 eV
Energy above the lowest of the compared OMol25 structures with the same formula, charge and spin = 157.0 kJ/mol
SMILES string = C/C=C(/C)O.C=C
Highest occupied orbital energy = -8.387 eV

Here is a structure of composition C7H22Ag2NO6V in a non-equilibrium geometry from the Open Molecules 2025 dataset. Energies are from the ωB97M-V functional and the def2-TZVPD basis.

Each line ends with the Mulliken spin population.
Geometry (Å):
Ag -1.364 3.866 1.565  0.002
Ag -3.962 1.572 1.857  0.000
V 1.849 0.785 0.647  3.017
O 0.119 5.536 0.642  0.000
O 0.194 2.070 1.105  0.004
O -2.070 -2.007 0.533  0.000
O 3.002 -1.101 0.414  -0.008
O -0.177 -0.004 0.720  0.009
O -1.922 1.421 0.708  0.004
N -2.646 -0.130 -1.680  0.000
C 2.417 -2.043 -0.563  -0.013
C 2.056 4.386 -0.334  0.008
C -0.692 1.155 0.908  -0.034
C -2.340 -4.370 0.448  0.000
C -1.375 -3.258 0.682  0.000
C 0.721 5.114 -0.585  -0.001
C 2.582 -3.483 -0.108  0.001
H 3.001 -1.883 -1.471  -0.008
H 0.580 6.329 0.948  0.000
H 2.824 5.127 -0.094  0.000
H 0.889 5.959 -1.252  0.000
H 1.371 -1.783 -0.725  0.023
H 3.890 -1.435 0.616  0.002
H -0.454 -3.316 0.086  0.000
H 0.039 4.400 -1.053  0.000
H -3.176 -4.395 1.141  0.000
H -1.882 -5.360 0.407  0.000
H 3.614 -3.789 -0.271  0.000
H 2.415 3.864 -1.223  -0.002
H 1.933 -4.096 -0.733  0.000
H -2.017 -0.909 -1.890  0.000
H -2.736 -4.280 -0.570  0.000
H -0.906 -3.264 1.677  0.000
H -2.695 0.501 -2.484  0.000
H 2.295 -3.571 0.939  0.000
H -3.576 -0.504 -1.470  0.000
H 2.007 3.772 0.571  -0.002
H -1.462 -1.268 0.709  0.001
H -2.347 0.393 -0.820  0.000

Gap between HOMO and LUMO (spin up / spin down) = 6.7 / 6.7 eV
Spin multiplicity = 4
LUMO level (spin up / spin down) = -11.192 / -11.193 eV
<S²> = 3.756
Charge = +3
Energy above the lowest of the compared OMol25 structures with the same formula, charge and spin = 0.0 kJ/mol
Highest occupied orbital energy (spin up / spin down) = -17.847 / -17.847 eV

Here is a structure of composition C31H24IrN4O7P from the Open Molecules 2025 dataset. Energies are from the ωB97M-V functional and the def2-TZVPD basis.

Each line ends with the Mulliken spin population.
Geometry (Å):
Ir 0.317 0.743 -0.248  0.582
P -1.018 -1.069 -0.513  0.035
O 2.505 0.584 -3.560  0.020
O -1.550 1.507 -0.588  -0.015
O -2.476 2.763 1.027  -0.001
O 0.391 -0.008 1.681  0.101
O 1.818 -0.688 3.249  0.003
O 0.755 0.647 -2.174  0.094
O 1.475 2.932 -0.822  0.047
N 0.538 2.633 1.166  0.101
N -0.283 2.243 3.277  -0.002
N 1.230 4.785 0.491  -0.001
N 2.150 -0.011 -0.148  -0.007
C -1.616 -1.337 -2.182  0.002
C 0.992 -3.951 1.567  0.001
C 0.047 -2.989 1.242  -0.008
C 1.801 5.638 -0.553  0.001
C -3.884 0.492 1.970  0.000
C 2.848 -0.025 -1.278  0.015
C 0.883 -2.951 -1.021  -0.018
C 2.040 0.450 -2.466  -0.009
C -3.052 -1.998 1.062  0.002
C 4.138 -0.513 -1.278  0.003
C -2.413 -2.899 -3.834  0.001
C -2.391 -0.847 0.634  0.010
C 0.866 5.268 1.708  0.001
C 0.370 4.473 2.675  0.000
C -1.909 -0.277 -3.040  -0.001
C -2.685 -1.844 -4.693  -0.001
C 2.607 -0.484 1.006  0.002
C 1.827 -3.907 -0.690  0.000
C -2.832 0.412 1.070  -0.016
C 3.886 -0.992 1.080  0.001
C -0.023 -2.493 -0.058  0.022
C 1.575 -0.419 2.102  -0.010
C 1.879 -4.411 0.604  -0.002
C -4.120 -1.900 1.943  0.000
C -2.244 1.695 0.520  0.020
C -2.435 -0.538 -4.294  -0.001
C 0.204 3.085 2.376  0.006
C 1.099 3.441 0.239  0.021
C -1.880 -2.650 -2.580  0.000
C -4.525 -0.658 2.406  0.000
C 4.658 -0.994 -0.079  0.000
H -1.671 -3.483 -1.920  0.000
H -1.719 0.741 -2.735  -0.003
H -0.514 2.567 4.198  0.000
H 5.665 -1.386 -0.051  0.000
H 2.517 -4.262 -1.445  0.000
H -0.311 1.253 3.070  -0.001
H 0.090 4.877 3.635  0.001
H -4.631 -2.798 2.264  0.000
H -2.648 0.286 -4.960  0.000
H -0.613 -2.609 2.010  0.000
H 1.003 6.331 1.853  0.000
H 0.848 -2.561 -2.032  0.004
H -4.200 1.474 2.294  0.000
H 1.386 5.345 -1.513  0.000
H -3.096 -2.042 -5.674  0.000
H 2.883 5.525 -0.587  0.000
H 4.704 -0.520 -2.199  0.000
H -2.737 -2.973 0.712  0.000
H 4.256 -1.377 2.020  0.000
H 1.039 -4.331 2.578  0.000
H 2.612 -5.164 0.864  0.000
H -2.612 -3.918 -4.137  0.000
H 1.541 6.670 -0.336  0.000
H -5.356 -0.584 3.095  0.000

Gap between HOMO and LUMO (spin up / spin down) = 8.6 / 7.4 eV
Spin multiplicity = 2
LUMO level (spin up / spin down) = -3.364 / -4.561 eV
<S²> = 0.755
Charge = +1
Energy above the lowest of the compared OMol25 structures with the same formula, charge and spin = 0.0 kJ/mol
Highest occupied orbital energy (spin up / spin down) = -11.987 / -12.008 eV

Here is a structure of composition C24H23N3O4S2 in a non-equilibrium geometry from the Open Molecules 2025 dataset. Energies are from the ωB97M-V functional and the def2-TZVPD basis.

Each line ends with the natural charge from an NBO analysis.
Geometry (Å):
S 0.592 -0.840 -1.292  2.318
S -1.346 6.660 4.112  0.157
O -0.172 5.450 0.947  -0.499
O 0.852 -0.203 -0.036  -0.928
O 0.029 -0.037 -2.338  -0.941
O -3.486 -3.546 -1.135  -0.593
N -2.433 -0.394 -0.136  -0.249
N -3.083 -1.570 -0.150  -0.439
N -0.414 -2.178 -1.115  -0.693
C 3.191 -2.970 -3.513  -0.194
C 3.306 -1.367 -1.248  -0.202
C -1.627 6.964 2.328  -0.532
C -0.237 6.422 1.950  0.087
C 4.458 -1.960 -1.736  -0.211
C 2.108 -1.588 -1.897  -0.236
C 0.075 -3.306 -0.455  0.228
C -0.614 3.421 -0.093  -0.277
C 2.037 -2.377 -3.028  -0.217
C 4.398 -2.763 -2.863  -0.189
C -1.602 -2.246 -1.933  -0.329
C -0.407 -4.587 -0.726  -0.276
C -1.202 2.183 -0.177  -0.137
C -2.027 1.726 0.858  -0.139
C 1.618 -4.264 1.130  -0.178
C 0.197 6.012 3.369  -0.533
C -2.818 -2.538 -1.063  0.663
C -2.658 0.431 0.806  0.088
C 1.155 -5.536 0.839  -0.238
C -0.825 4.250 1.016  0.392
C 1.083 -3.158 0.498  -0.292
C -2.239 2.557 1.957  -0.150
C -1.650 3.804 2.045  -0.353
C 0.133 -5.685 -0.080  -0.189
H -1.525 -3.013 -2.713  0.214
H 0.403 7.221 1.559  0.204
H -1.708 -1.261 -2.390  0.283
H -3.353 0.185 1.622  0.152
H -3.815 -1.761 0.541  0.379
H -1.850 4.398 2.921  0.228
H -1.215 -4.739 -1.421  0.231
H 3.316 -0.735 -0.374  0.240
H -2.874 2.224 2.766  0.208
H 1.575 -6.398 1.335  0.213
H -1.028 1.548 -1.028  0.247
H 3.149 -3.592 -4.395  0.220
H -0.256 -6.668 -0.303  0.216
H 0.311 4.940 3.512  0.228
H -2.458 6.386 1.933  0.227
H 1.079 6.530 3.739  0.223
H 2.399 -4.126 1.864  0.212
H -1.775 8.019 2.111  0.223
H 5.401 -1.798 -1.236  0.221
H 5.296 -3.229 -3.241  0.219
H 1.422 -2.171 0.759  0.239
H 1.087 -2.514 -3.520  0.227
H 0.028 3.784 -0.880  0.225

Gap between HOMO and LUMO = 8.5 eV
LUMO level = 0.503 eV
Energy above the lowest of the compared OMol25 structures with the same formula, charge and spin = 391.2 kJ/mol
Highest occupied orbital energy = -8.025 eV